Entry 1:
{
  "formula": "C7H10N2O",
  "method": "wB97M-V/def2-TZVPD",
  "homo_lumo_gap_ev": [7.955, 8.112],
  "elements": ["O", "N", "N", "C", "C", "C", "C", "C", "C", "C", "H", "H", "H", "H", "H", "H", "H", "H", "H", "H"],
  "coordinates": [[1.129, 0.856, -0.884], [1.614, -0.795, -2.378], [0.601, -0.147, -1.808], [-1.643, -1.542, -0.562], [-0.202, -1.423, -0.219], [0.460, 1.612, 1.441], [-0.591, -0.111, 0.569], [0.066, 0.228, 1.970], [-1.974, -0.414, 0.094], [0.040, 1.154, 0.038], [1.511, -0.845, -3.371], [-0.310, 2.331, 1.688], [1.394, 2.153, 1.606], [-0.513, 0.232, 2.910], [-2.259, -2.145, -1.212], [0.932, -0.391, 2.151], [-0.516, 1.772, -0.575], [0.663, -2.000, 0.206], [-2.913, 0.040, 0.376], [2.515, -0.565, -2.042]]
}

***

Entry 2:
{
  "formula": "C23H38GaN2O7S",
  "method": "wB97M-V/def2-TZVPD",
  "charge": -1,
  "homo_lumo_gap_ev": 6.101,
  "elements": ["Ga", "S", "O", "O", "O", "O", "O", "O", "O", "N", "N", "C", "C", "C", "C", "C", "C", "C", "C", "C", "C", "C", "C", "C", "C", "C", "C", "C", "C", "C", "C", "C", "C", "C", "H", "H", "H", "H", "H", "H", "H", "H", "H", "H", "H", "H", "H", "H", "H", "H", "H", "H", "H", "H", "H", "H", "H", "H", "H", "H", "H", "H", "H", "H", "H", "H", "H", "H", "H", "H", "H", "H"],
  "coordinates": [[-0.106, 1.242, 1.655], [-3.932, 2.335, 0.358], [-3.992, -1.412, 0.295], [5.439, 4.076, -0.266], [-5.657, -2.664, 1.239], [0.818, 1.715, -1.155], [-0.763, -3.730, -1.143], [7.269, 3.453, -1.489], [-1.756, -4.016, -3.430], [-1.365, 2.671, 2.056], [3.889, 1.991, 0.887], [-2.521, 2.485, 1.323], [-6.902, -2.378, 1.874], [0.188, -2.339, -3.203], [-0.691, -3.080, 3.052], [-0.795, -4.283, 1.923], [2.338, 4.075, 0.690], [-0.898, -3.448, -2.580], [0.142, -1.789, 2.421], [-0.859, -0.488, 2.552], [-0.139, 0.876, -0.418], [5.965, 3.828, -1.339], [5.298, 3.932, -2.678], [-5.036, -1.490, 0.921], [0.160, 2.568, -2.158], [7.570, 3.353, -2.880], [-2.090, -3.932, 0.980], [1.210, -2.942, -4.149], [-5.845, -0.327, 1.410], [1.766, 1.745, 2.374], [-6.760, -0.979, 2.415], [-1.922, -4.454, -0.599], [6.241, 3.156, -3.562], [2.706, 2.585, 1.314], [-1.891, -0.798, 2.046], [-0.964, -5.351, 2.400], [1.656, 2.429, 3.346], [-1.765, -2.689, 3.393], [-1.259, 1.005, -0.731], [0.773, 3.578, -2.231], [-1.078, -0.276, 3.706], [-2.273, -2.756, 0.894], [-7.086, -3.106, 2.669], [-0.186, -3.524, 4.026], [1.285, 4.446, 1.051], [-7.717, -0.464, 2.534], [0.372, -1.974, 1.281], [0.179, -1.205, -2.891], [-3.101, -4.403, 1.361], [2.415, 4.106, -0.498], [-5.208, 0.427, 1.878], [1.120, -1.650, 3.077], [-6.400, 0.100, 0.571], [0.161, -4.296, 1.244], [8.067, 4.275, -3.197], [-7.701, -2.456, 1.129], [6.238, 3.489, -4.603], [0.244, 2.046, -3.227], [1.963, -3.705, -3.635], [4.358, 2.662, 0.219], [1.219, -2.679, -5.296], [3.156, 4.830, 1.083], [-0.970, 2.823, -1.907], [-1.673, -5.608, -0.538], [-2.945, -4.219, -1.116], [5.969, 2.094, -3.545], [8.245, 2.509, -3.051], [-6.268, -1.008, 3.395], [4.303, 3.482, -2.659], [5.243, 4.985, -2.968], [0.173, -0.248, -0.609], [2.377, 0.797, 2.710]]
}

***

Short version: E_tot = -12441.239; -104981.077 eV, in the order given.
Short version: energy relative to the best compared isomer or geometry (same formula, charge and spin) = 189.3; 216.9 kcal per mole, in the order given.
Short version: F_max = 3.2; 11.5 eV Å⁻¹, in the order given.